Model A:
# C5H8N2S2

A single C5H8N2S2 molecule (ωB97M-V/def2-TZVPD, OMol25).

Structure (XYZ):
```
17
Properties=species:S:1:pos:R:3:mulliken_charge:R:1
C -0.54085 -0.84913 0.50856 -0.5005
C 0.99206 0.95533 0.87182 -0.0050
C -0.26096 0.25764 1.17922 0.5770
C 0.91552 0.10109 -1.31810 -0.0971
C -1.24539 0.90713 2.01877 -1.1942
N 1.48617 0.96836 -0.27668 -0.5712
N 0.77819 -1.27665 -0.99078 -0.2485
S -0.53717 0.94697 -1.98220 -0.1730
S 0.11608 -2.35570 -2.01829 -0.1609
H -1.31994 -1.53757 0.66197 0.4184
H 1.60954 1.44722 1.68949 0.3301
H 1.73855 0.03609 -2.04614 0.3861
H -1.58100 1.80917 1.54335 0.2752
H -0.70627 1.38252 2.94353 0.2880
H -2.10618 0.30431 2.24019 0.3939
H -0.32851 0.31183 -3.21852 0.1392
H 0.99015 -3.40862 -1.80621 0.1426
```

Computed properties:
Total charge: 0
E_HOMO: -0.31185 Eh
E_LUMO: 0.5 eV

***

Model B:
# C5H8N2S2

2 unconnected molecules or ions with the total composition C5H8N2S2 (ωB97M-V/def2-TZVPD, OMol25).

Structure (XYZ):
```
17
Properties=species:S:1:pos:R:3:mulliken_charge:R:1
C -0.70784 1.61810 1.54284 0.4861
C -2.76976 0.67626 0.21478 0.4621
C 0.63889 -1.47539 0.76945 -1.6190
C 1.13495 0.66487 -0.34829 -1.2947
C -0.00724 -0.21897 0.14038 0.9632
N -0.55879 2.52447 2.26565 -0.5896
N -0.82199 0.41305 1.14252 -0.5247
S -2.94041 -0.15200 -1.11833 -0.2027
S -3.82099 1.41950 1.28498 -0.1111
H -0.14839 -2.04464 1.20001 0.4374
H 1.17643 -2.13821 -0.02100 0.3566
H 1.24595 -1.15903 1.64488 0.3402
H 1.12643 1.37597 0.43590 0.3635
H 0.80158 1.00244 -1.27502 0.3101
H 2.02709 0.04223 -0.47888 0.3560
H -0.59065 -0.59297 -0.67248 0.0813
H -4.94683 1.71388 0.59338 0.1854
```

Computed properties:
Total charge: 0
E_HOMO: -0.32602 Eh
E_LUMO: -1.3 eV

***

Computed energies relative to the best structure, in eV: model A 0.406; model B 0.000